41
Properties=species:S:1:pos:R:3 method="wB97M-V/def2-TZVPD" homo_lumo_gap_ev=6.826 spin_multiplicity=1 homo_ha=-0.288 fmax_ev_per_a=1.71 molar_mass_da=619.93
Ir 0.16 -1.53 0.14
C -1.39 -2.41 3.94
C -2.32 -1.41 4.21
C -2.40 -0.34 3.35
C -1.59 -0.27 2.22
N -0.75 -1.30 1.92
C -0.64 -2.33 2.80
N -1.68 0.92 1.51
C -0.93 1.22 0.51
N 0.02 0.46 -0.11
C 0.55 1.13 -1.18
N 1.47 0.77 -2.00
C 2.24 -0.37 -1.86
C 3.30 -0.47 -2.77
C 4.22 -1.49 -2.66
C 4.08 -2.41 -1.62
C 3.00 -2.29 -0.79
N 2.08 -1.31 -0.90
C -0.12 2.45 -1.26
C 0.01 3.49 -2.16
C -0.78 4.62 -1.96
C -1.67 4.69 -0.89
C -1.80 3.63 0.02
C -1.02 2.52 -0.20
H -1.26 -3.26 4.60
H -2.95 -1.46 5.09
H -3.08 0.48 3.52
H 0.06 -3.10 2.52
H 3.37 0.29 -3.54
H 5.03 -1.57 -3.37
H 4.79 -3.21 -1.47
H 2.83 -3.00 0.01
H 0.70 3.42 -2.98
H -0.72 5.45 -2.64
H -2.27 5.58 -0.76
H -2.49 3.67 0.85
Cl -2.88 -2.75 0.36
C -1.74 -1.70 -0.53
H -2.21 -0.72 -0.55
H -1.66 -2.10 -1.54
Br 0.44 -3.99 0.17

=====

91
Properties=species:S:1:pos:R:3 method="wB97M-V/def2-TZVPD" homo_lumo_gap_ev="6.836 / 6.692" spin_multiplicity=2 homo_ha="-0.271 / -0.269" fmax_ev_per_a=3.65 s2=0.77 molar_mass_da=937.78
Ru 0.13 -0.01 -0.17
C -4.52 3.85 -2.05
O -4.43 2.49 -2.40
C -5.51 1.69 -2.16
C -6.80 2.16 -1.95
C -7.85 1.29 -1.73
C -7.64 -0.08 -1.73
C -6.36 -0.56 -1.92
C -5.28 0.29 -2.12
N -3.98 -0.25 -2.27
C -2.98 -0.06 -1.35
N -3.19 0.94 -0.47
C -2.52 1.36 0.66
C -1.16 1.12 0.94
C -0.69 1.57 2.17
C -1.47 2.27 3.07
C -2.81 2.50 2.78
C -3.34 2.02 1.60
O -4.69 2.15 1.30
C -5.57 1.52 2.22
N -1.87 -0.74 -1.35
C -1.62 -1.94 -2.00
C -0.40 -2.12 -2.64
C -0.08 -3.32 -3.24
C -0.96 -4.39 -3.19
C -2.17 -4.24 -2.51
C -2.51 -3.04 -1.92
O -3.68 -2.83 -1.23
C -4.34 -3.96 -0.71
H -3.51 4.24 -2.13
H -4.88 3.97 -1.02
H -5.18 4.41 -2.73
H -6.99 3.22 -1.96
H -8.85 1.68 -1.57
H -8.45 -0.76 -1.56
H -6.16 -1.63 -1.90
H -3.95 -1.13 -2.76
H -4.15 1.29 -0.46
H 0.34 1.36 2.46
H -1.05 2.61 4.00
H -3.44 3.03 3.48
H -5.47 1.94 3.23
H -5.38 0.45 2.27
H -6.57 1.71 1.85
H 0.31 -1.30 -2.67
H 0.86 -3.43 -3.76
H -0.73 -5.33 -3.65
H -2.84 -5.08 -2.46
H -5.04 -3.58 0.04
H -3.63 -4.64 -0.22
H -4.89 -4.50 -1.49
Br -2.80 -1.62 1.70
C -0.98 -2.22 1.92
C -0.81 -3.19 2.85
C 0.48 -3.75 3.03
C 1.47 -3.33 2.18
C 1.22 -2.34 1.22
N -0.03 -1.69 1.14
C 2.20 -1.98 0.22
O 3.33 -2.50 0.17
O 1.82 -1.07 -0.63
H -1.65 -3.54 3.43
H 0.64 -4.51 3.77
H 2.47 -3.75 2.19
F 1.73 -0.08 -9.10
C 2.58 0.56 -8.29
F 2.92 1.70 -8.92
F 3.71 -0.19 -8.27
C 2.04 0.80 -6.92
C 2.88 1.36 -5.96
C 2.43 1.57 -4.68
C 1.13 1.21 -4.32
C 0.27 0.68 -5.30
C 0.72 0.49 -6.59
C 0.70 1.23 -2.97
C 0.32 1.10 -1.82
H 3.90 1.62 -6.23
H 3.09 2.02 -3.95
H -0.74 0.43 -5.03
H 0.06 0.07 -7.33
C 5.59 -0.30 0.43
N 4.55 0.63 0.83
C 3.55 1.02 0.05
N 3.60 0.86 -1.27
S 2.26 1.86 0.77
H 6.34 -0.32 1.21
H 6.06 0.03 -0.50
H 5.16 -1.30 0.30
H 4.43 0.79 1.82
H 4.15 0.10 -1.63
H 2.72 1.03 -1.76

=====

23
Properties=species:S:1:pos:R:3 method="wB97M-V/def2-TZVPD" homo_lumo_gap_ev="9.400 / 4.864" charge=+3 spin_multiplicity=1 homo_ha="-0.814 / -0.760" fmax_ev_per_a=7.04 molar_mass_da=223.10
O 2.74 2.25 0.32
C 2.47 1.10 -0.18
O 2.15 0.12 0.60
C 0.84 0.16 1.24
C 0.25 -1.23 1.21
C -0.36 -1.69 -0.12
C -1.19 -0.67 -0.87
O -2.22 -0.17 -0.01
C -3.00 0.78 -0.49
O -3.01 1.18 -1.62
O -3.75 1.26 0.50
H 0.23 0.89 0.69
H 1.00 0.50 2.26
H -0.51 -1.24 2.00
H 1.02 -1.95 1.50
H -0.97 -2.58 0.07
H 0.43 -2.01 -0.81
H -1.66 -1.14 -1.75
H -0.59 0.18 -1.23
H -4.32 1.96 0.16
Sc 3.52 -0.96 -2.02
O 3.32 0.81 -1.09
H 3.61 2.44 -0.36

=====

70
Properties=species:S:1:pos:R:3 method="wB97M-V/def2-TZVPD" homo_lumo_gap_ev=6.428 charge=-1 spin_multiplicity=1 homo_ha=-0.211 fmax_ev_per_a=1.69 molar_mass_da=506.96
Cl 0.55 0.34 -1.30
O -0.72 -0.10 -1.84
O 1.20 -0.77 -0.63
O 1.38 0.82 -2.38
O 0.32 1.40 -0.34
C -0.56 -3.56 -0.04
C -0.04 -3.58 1.40
C 1.26 -4.38 1.46
O 1.66 -4.50 2.81
C 2.84 -5.25 2.98
N 0.20 -2.17 1.85
H 0.27 -3.41 -0.73
H -1.30 -2.77 -0.16
H -1.08 -4.50 -0.22
H -0.74 -4.06 2.09
H 1.98 -3.86 0.81
H 1.07 -5.40 1.08
H 3.72 -4.62 2.81
H 2.85 -6.13 2.33
H 2.87 -5.61 4.01
H 1.10 -2.13 2.31
H 0.30 -1.66 0.98
C -3.68 1.77 -1.44
C -3.72 1.42 0.04
C -5.16 1.44 0.56
O -5.32 0.67 1.71
C -6.66 0.63 2.16
N -3.02 0.18 0.42
H -4.15 2.76 -1.58
H -4.24 1.11 -2.12
H -2.65 1.89 -1.78
H -3.18 2.20 0.59
H -5.82 1.08 -0.26
H -5.51 2.47 0.75
H -7.16 -0.27 1.78
H -7.20 1.54 1.87
H -6.65 0.51 3.25
H -2.11 0.23 -0.04
H -3.47 -0.56 -0.12
C 1.22 3.01 3.38
C -0.02 2.15 3.55
C -1.29 2.92 3.26
O -2.40 2.06 3.36
C -3.62 2.74 3.51
N 0.02 0.87 2.81
H 1.39 3.26 2.33
H 2.12 2.46 3.69
H 1.24 3.89 4.03
H -0.09 1.86 4.61
H -1.24 3.32 2.23
H -1.34 3.78 3.93
H -3.56 3.61 4.16
H -4.34 2.03 3.92
H -4.08 3.00 2.54
H 0.99 0.54 2.82
H 0.02 1.15 1.82
C 4.87 -0.91 -6.38
C 5.94 -0.32 -6.91
C 6.51 0.97 -6.40
O 7.40 1.51 -7.02
C 5.94 1.49 -5.17
C 4.85 0.92 -4.63
C 4.15 -0.26 -5.28
O 3.12 -0.67 -4.80
O 4.33 1.34 -3.50
O 6.54 -0.82 -7.99
H 4.51 -1.82 -6.84
H 6.46 2.32 -4.72
H 3.52 0.83 -3.28
H 7.39 -0.36 -8.10

=====

8
Properties=species:S:1:pos:R:3 method="wB97M-V/def2-TZVPD" homo_lumo_gap_ev=10.771 spin_multiplicity=1 de_lowest_ev=3.8643 homo_ha=-0.352 fmax_ev_per_a=5.20 molar_mass_da=56.07
C -1.05 -0.02 -0.03
C 1.06 0.04 -0.04
N -0.01 -0.63 0.74
N 0.00 -0.56 -0.75
H -2.06 -0.43 0.10
H -1.03 1.15 -0.08
H 1.06 1.05 -0.07
H 2.03 -0.60 0.12

=====

14
Properties=species:S:1:pos:R:3 method="wB97M-V/def2-TZVPD" homo_lumo_gap_ev="4.928 / 7.363" spin_multiplicity=3 de_lowest_ev=0.0000 homo_ha="-0.199 / -0.291" fmax_ev_per_a=3.69 s2=2.01 molar_mass_da=156.58
O 1.67 0.72 -1.00
Cu 0.76 -0.43 -2.07
C 1.26 1.03 0.28
C 0.13 0.15 0.84
H 2.11 0.95 0.99
H 0.60 -0.84 0.98
H -0.12 0.48 1.86
H 0.91 2.09 0.34
C -1.27 0.40 -0.11
C -1.34 -1.04 -0.26
O -1.42 -2.17 0.26
Li -0.01 -3.31 -1.63
H -1.07 1.23 -0.80
H -2.21 0.75 0.33